Here is 4 unconnected molecules or ions with the total composition C3H15NO4 from the OMol25 dataset. Energies are from wB97M-V/def2-TZVPD.

Structure (XYZ):
```
23
Properties=species:S:1:pos:R:3:nbo_charge:R:1
N -1.8587 1.6945 -0.6775 -0.84
C -0.9046 0.9407 -1.4865 -0.21
C 0.4951 1.2744 -0.9482 -0.44
C 1.6192 0.6378 -1.7873 -0.06
O 2.5645 -0.1317 -1.0608 -0.77
H -2.0144 1.3328 0.2547 0.36
H -2.7851 1.6269 -1.0913 0.35
H -0.9921 -0.1510 -1.3097 0.15
H -0.9742 1.1134 -2.5689 0.19
H 0.5420 0.7748 0.0259 0.20
H 0.6552 2.3400 -0.8019 0.21
H 2.1610 1.4891 -2.2427 0.17
H 1.2337 -0.0714 -2.5343 0.15
H 2.1995 -0.5472 -0.2450 0.49
O -0.7750 -0.2553 2.5113 -0.98
H -0.8986 -0.0288 3.4367 0.48
H -1.1778 -1.1569 2.4627 0.50
O -1.2972 -2.7543 1.5444 -0.97
H -1.7230 -2.4568 0.7295 0.49
H -0.5351 -3.3112 1.3518 0.50
O 1.6112 -1.0614 1.3151 -0.98
H 2.1895 -0.3534 1.6220 0.49
H 0.6649 -0.9450 1.4999 0.51
```

E_HOMO (eV): -9.22
ΔE to the lowest compared entry with this formula, charge and spin (kcal/mol): 26.34
Orbital gap (eV): 9.5
SMILES: NCCCO.O.O.O
Lowest unoccupied orbital energy (Ha): 0.0095
Total charge: 0

---

Here is 5 unconnected molecules or ions with the total composition C3H15NO4 from the OMol25 dataset. Energies are from wB97M-V/def2-TZVPD.

Structure (XYZ):
```
23
Properties=species:S:1:pos:R:3:nbo_charge:R:1
C 2.1164 -0.1601 -1.0206 -0.03
N 0.9164 -0.2452 -0.6190 -0.44
C 0.5338 -1.4115 0.1858 -0.26
C 0.6676 -1.0894 1.6880 -0.62
H 3.0274 -0.6959 -0.7525 0.16
H 2.3544 0.7277 -1.6165 0.16
H -0.4669 -1.7206 -0.0908 0.22
H 1.2382 -2.2267 -0.0368 0.17
H 0.4198 -1.9291 2.3430 0.21
H 1.6655 -0.7404 1.9604 0.22
H -0.0720 -0.3401 1.9849 0.20
O -1.7159 0.1831 -2.8710 -0.94
H -1.5253 -0.1931 -1.9899 0.48
H -2.6268 -0.0941 -2.9965 0.47
O -1.9518 1.9360 -0.0434 -0.98
H -2.1003 2.7856 -0.4627 0.49
H -1.0787 1.5870 -0.2545 0.50
O -2.8149 -0.7280 -0.0085 -0.99
H -3.3254 -0.8830 0.7880 0.47
H -2.6989 0.2326 -0.1130 0.50
O 2.8216 1.4259 1.1506 -0.93
H 2.0785 1.8903 0.7344 0.47
H 2.5371 1.6891 2.0406 0.46
```

E_HOMO (eV): -9.74
ΔE to the lowest compared entry with this formula, charge and spin (kcal/mol): 34.82
Orbital gap (eV): 10.2
SMILES: C=NCC.O.O.O.O
Lowest unoccupied orbital energy (Ha): 0.0183
Total charge: 0

---

Here is 5 unconnected molecules or ions with the total composition C3H15NO4 from the OMol25 dataset. Energies are from wB97M-V/def2-TZVPD.

Structure (XYZ):
```
23
Properties=species:S:1:pos:R:3:nbo_charge:R:1
C -0.6693 0.5424 1.6699 -0.55
C -1.5121 -0.2618 2.3276 0.21
C -1.3778 -0.3950 3.8006 -0.65
N -2.5972 -0.8393 1.7047 -0.81
H -0.8149 0.6646 0.5985 0.17
H -0.0115 1.2411 2.1359 0.20
H -1.1660 -1.4305 4.0331 0.22
H -2.2308 -0.0316 4.3761 0.22
H -0.5202 0.2030 4.1397 0.22
H -3.1598 -1.5503 2.1500 0.38
H -2.4832 -1.1284 0.7406 0.39
O 4.0653 -1.2378 -3.8313 -0.96
H 3.5186 -0.5491 -4.2241 0.49
H 3.5504 -1.7368 -3.1753 0.47
O -1.6622 -1.0724 -1.6206 -0.94
H -1.7526 -1.4486 -2.5176 0.47
H -0.9110 -1.6440 -1.3880 0.47
O 2.4787 1.5839 -3.2238 -0.98
H 3.0321 2.3329 -3.0057 0.47
H 1.7917 1.5461 -2.5248 0.49
O 1.0112 1.8334 -1.0353 -0.96
H 1.0134 2.2857 -0.1839 0.49
H 0.4071 1.0923 -0.9464 0.49
```

E_HOMO (eV): -8.35
ΔE to the lowest compared entry with this formula, charge and spin (kcal/mol): 30.32
Orbital gap (eV): 8.5
SMILES: C=C(C)N.O.O.O.O
Lowest unoccupied orbital energy (Ha): 0.0067
Total charge: 0

---

Here is a molecular structure, C3H16FeO6 from the OMol25 dataset. Energies are from wB97M-V/def2-TZVPD.

Structure (XYZ):
```
26
Properties=species:S:1:pos:R:3:nbo_charge:R:1
Fe 22.5888 -17.6909 -23.6227 1.81
C 24.3676 -15.6127 -25.6877 -0.27
O 23.3172 -16.3424 -25.0890 -0.66
H 24.6784 -14.7197 -25.1455 0.20
H 25.1312 -16.3779 -25.8278 0.19
H 24.0924 -15.2260 -26.6689 0.22
C 23.7577 -14.6181 -20.5387 -0.66
C 23.0350 -15.1564 -21.7051 -0.12
O 22.8192 -16.5416 -21.9680 -0.44
H 24.7266 -15.1135 -20.6019 0.24
H 23.4741 -14.8245 -19.5067 0.26
H 23.8703 -13.5366 -20.6149 0.27
H 23.4116 -14.6848 -22.6127 0.25
H 22.0251 -14.7526 -21.6327 0.29
O 21.6951 -19.1243 -22.5401 -0.97
H 20.8043 -19.2224 -22.2036 0.54
H 22.2306 -19.6700 -21.9642 0.53
O 24.2920 -18.6132 -23.2652 -0.96
H 25.0422 -18.3116 -22.7528 0.54
H 24.4776 -19.5353 -23.4424 0.53
O 20.7481 -16.8952 -23.9819 -0.97
H 20.3637 -16.6728 -24.8299 0.54
H 20.1796 -16.4679 -23.3412 0.53
O 22.3923 -18.9089 -25.2397 -0.96
H 22.1231 -19.8244 -25.1644 0.52
H 22.6818 -18.8178 -26.1476 0.55
```

E_HOMO (alpha / beta) (eV): -17.36 / -16.29
Expectation value of S²: 12.024
Orbital gap (alpha / beta) (eV): 10.5 / 5.5
Lowest unoccupied orbital energy (alpha / beta) (Ha): -0.2503 / -0.3964
Total charge: +2
2S+1: 7

---

Here is 4 unconnected molecules or ions with the total composition C3H16N2O3S2 from the OMol25 dataset. Energies are from wB97M-V/def2-TZVPD.

Structure (XYZ):
```
26
Properties=species:S:1:pos:R:3:nbo_charge:R:1
N -1.6882 -2.6520 -1.8749 -0.83
C -0.7527 -1.5394 -1.9833 -0.22
C 0.0480 -1.2991 -0.6434 -0.06
N -0.6447 -0.7436 0.4779 -0.89
C 1.2533 -0.4109 -1.0525 -0.54
S 2.3667 0.1818 0.3097 0.06
S 2.2711 -1.3031 1.6603 -0.12
H -1.4014 -3.4204 -1.2841 0.35
H -2.5244 -2.2835 -1.4912 0.36
H 0.0360 -1.7783 -2.6941 0.17
H -1.2753 -0.6052 -2.1693 0.20
H 0.4120 -2.2811 -0.3501 0.18
H -0.8185 0.2442 0.5237 0.40
H -1.2324 -1.3815 0.9821 0.38
H 1.9086 -1.1137 -1.5773 0.22
H 1.0303 0.3437 -1.8030 0.22
H 3.3911 -2.0160 1.3961 0.12
O -0.4752 3.1628 -0.2045 -0.94
H -0.1500 3.5001 0.6367 0.49
H 0.2782 2.7286 -0.6160 0.48
O 0.8672 2.4925 2.3721 -0.96
H 1.2415 1.7586 2.8677 0.49
H 1.6180 2.9396 1.9717 0.47
O -2.2329 1.6386 1.3772 -0.97
H -1.9597 1.7034 2.2966 0.47
H -1.5667 2.1339 0.8719 0.49
```

E_HOMO (eV): -8.34
ΔE to the lowest compared entry with this formula, charge and spin (kcal/mol): 6.64
Orbital gap (eV): 8.5
SMILES: NC[C@H](N)CSS.O.O.O
Lowest unoccupied orbital energy (Ha): 0.0072
Total charge: 0

---

Here is 4 unconnected molecules or ions with the total composition C3H16NO3 from the OMol25 dataset. Energies are from wB97M-V/def2-TZVPD.

Structure (XYZ):
```
23
Properties=species:S:1:pos:R:3:nbo_charge:R:1
C -0.9029 -0.1557 -2.5115 -0.55
C -0.9909 -0.9072 -1.1752 -0.25
N -0.0589 -0.3721 -0.1900 -0.53
C 1.4580 -0.7841 -0.1179 -0.46
H 0.0918 0.0382 -2.8353 0.25
H -1.6362 -0.6510 -3.1041 0.28
H -1.2998 1.0263 -2.4564 0.27
H -1.9870 -0.6920 -0.9999 0.27
H -0.9894 -2.0157 -1.2671 0.28
H -0.3246 -0.4923 0.8224 0.48
H 0.0756 0.6660 -0.2732 0.44
H 1.7126 -1.3288 0.8194 0.29
H 2.0644 0.1463 -0.2133 0.23
H 1.8489 -1.5328 -0.8378 0.26
H -2.2663 -0.9130 3.2822 0.50
H -3.0577 -1.6128 2.0678 0.51
O -2.2362 -1.0797 2.3628 -0.87
H 0.9081 3.4809 -2.9648 0.55
H 1.1996 3.9146 -1.2931 0.55
O 0.7934 3.2955 -1.9815 -0.55
H 1.3121 0.2752 3.2598 0.47
H 2.4529 -0.3275 3.5734 0.49
O 1.8080 -0.5027 2.9409 -0.91
```

E_HOMO (alpha / beta) (eV): -18.25 / -17.69
ΔE to the lowest compared entry with this formula, charge and spin (kcal/mol): 49.51
Expectation value of S²: 0.755
Orbital gap (alpha / beta) (eV): 11.3 / 2.4
Lowest unoccupied orbital energy (alpha / beta) (Ha): -0.2553 / -0.5628
Total charge: +2
2S+1: 2

---

Here is 5 unconnected molecules or ions with the total composition C3H16NO4 from the OMol25 dataset. Energies are from wB97M-V/def2-TZVPD.

Structure (XYZ):
```
24
Properties=species:S:1:pos:R:3:nbo_charge:R:1
C -2.1863 2.1535 -0.7014 -0.68
C -1.5121 0.8511 -0.8827 0.18
C -1.8073 -0.3496 -1.4844 -0.40
N -0.4937 0.7478 0.1588 -0.77
H -2.6903 2.2774 0.2833 0.25
H -3.0206 2.1516 -1.4438 0.26
H -1.4225 2.9659 -0.8503 0.23
H -1.3279 -1.2352 -1.0398 0.23
H -2.7517 -0.4527 -2.0621 0.25
H -0.6187 1.0139 1.1806 0.48
H -0.0387 -0.1904 0.0317 0.47
H 0.1998 1.4667 -0.1184 0.45
H -0.5643 0.9986 3.5878 0.49
H 0.9391 1.2273 3.3285 0.50
O 0.0524 1.3630 2.9460 -0.97
H 0.5156 1.2230 -2.8185 0.48
H 0.6706 2.7620 -2.4916 0.50
O 0.8705 1.8149 -2.2280 -0.97
H 3.3247 -4.6556 1.2216 0.48
H 2.1032 -4.5784 1.9933 0.48
O 2.5121 -4.2174 1.1248 -0.95
H 1.8085 -2.4825 0.6299 0.53
H 1.8133 -1.4737 -0.5569 0.48
O 1.2588 -1.7334 0.2101 -1.01
```

E_HOMO (eV): -13.80
ΔE to the lowest compared entry with this formula, charge and spin (kcal/mol): 33.15
Orbital gap (eV): 11.1
Lowest unoccupied orbital energy (Ha): -0.0976
Total charge: +1

---

Here is 4 unconnected molecules or ions with the total composition C3H16NO4 from the OMol25 dataset. Energies are from wB97M-V/def2-TZVPD.

Structure (XYZ):
```
24
Properties=species:S:1:pos:R:3:nbo_charge:R:1
C 0.6501 0.6396 1.0406 -0.22
C 1.3448 0.5435 -0.2955 -0.50
C 1.2202 1.9738 -0.9818 -0.05
O 1.8456 2.9852 -0.2289 -0.71
N -0.1030 -0.6749 1.1886 -0.70
H -0.0038 1.5626 1.1271 0.26
H 1.3494 0.6384 1.9373 0.23
H 2.3983 0.3017 -0.0911 0.23
H 1.0745 -0.2912 -0.9872 0.25
H 1.5559 1.8742 -1.9665 0.18
H 0.1729 2.4514 -0.9884 0.18
H 2.8073 2.8987 -0.3713 0.47
H -0.3161 -0.9503 0.2445 0.47
H -1.0480 -0.6650 1.5521 0.45
H 0.4979 -1.4251 1.7079 0.45
H -2.3460 -1.1806 -0.5187 0.50
H -2.5416 -2.7061 -0.6336 0.51
O -1.8911 -1.9969 -0.3522 -0.99
H 1.4218 -3.5591 -0.7885 0.48
H 0.0187 -3.1413 -1.0186 0.47
O 0.8196 -2.8204 -0.9857 -0.94
H -3.4039 0.9021 0.9877 0.48
H -2.9247 1.7335 -0.0587 0.50
O -2.5987 0.9061 0.4811 -0.98
```

E_HOMO (eV): -13.59
ΔE to the lowest compared entry with this formula, charge and spin (kcal/mol): 41.42
Orbital gap (eV): 10.5
Lowest unoccupied orbital energy (Ha): -0.1123
Total charge: +1